[1]
{
  "formula": "C4H9N3O",
  "method": "ωB97M-V with the def2-TZVPD basis set",
  "gap_ev": 7.5,
  "total_energy_ev": -10807.175,
  "relative_energy_kcal_mol": 121.9,
  "spin_multiplicity": 1,
  "symbols": ["C", "C", "N", "C", "N", "C", "N", "O", "H", "H", "H", "H", "H", "H", "H", "H", "H"],
  "coordinates": [[-0.47653, -0.72951, 1.46315], [2.05189, -0.00523, -0.37539], [-0.46618, -0.08056, 0.09351], [0.72484, -0.65437, -0.66300], [-0.45530, 1.36773, 0.13540], [-1.79666, -0.55327, -0.47425], [-2.80560, 0.16710, -0.63306], [0.54934, -1.57714, -1.39798], [-0.16844, 1.74115, -0.76540], [0.19592, 1.64162, 0.86061], [-2.63184, 1.13566, -0.36166], [-0.55679, 0.06448, 2.20195], [0.41991, -1.33807, 1.57086], [-1.75102, -1.61302, -0.67022], [2.82161, -0.76702, -0.48044], [2.24362, 0.77055, -1.12287], [2.10123, 0.42991, 0.61882]]
}

***

[2]
{
  "formula": "C36H52O20Pd2S6",
  "method": "ωB97M-V with the def2-TZVPD basis set",
  "gap_ev": [4.6, 2.3],
  "total_energy_ev": -151071.916,
  "spin_multiplicity": 5,
  "symbols": ["Pd", "Pd", "C", "C", "C", "O", "C", "C", "C", "O", "O", "O", "H", "H", "C", "C", "C", "O", "C", "C", "C", "O", "O", "O", "H", "H", "C", "C", "C", "S", "O", "O", "C", "H", "H", "H", "H", "H", "H", "H", "H", "C", "C", "C", "S", "O", "O", "C", "H", "H", "H", "H", "H", "H", "H", "H", "C", "C", "C", "S", "O", "O", "C", "H", "H", "H", "H", "H", "H", "H", "H", "C", "C", "C", "S", "O", "O", "C", "H", "H", "H", "H", "H", "H", "H", "H", "C", "C", "C", "S", "O", "O", "C", "H", "H", "H", "H", "H", "H", "H", "H", "C", "C", "C", "S", "O", "O", "C", "H", "H", "H", "H", "H", "H", "H", "H"],
  "coordinates": [[-5.53689, 1.26188, -1.19360], [4.74674, -4.59735, 2.84837], [-10.73212, -3.07240, -1.11710], [-9.51747, -2.27617, -0.87866], [-8.82467, -2.47964, 0.58568], [-7.72160, -1.93758, 0.80832], [-9.63213, -3.04883, 1.64725], [-10.77341, -3.68657, 1.31960], [-11.24964, -3.77004, -0.07833], [-12.31556, -4.46197, -0.41980], [-11.45222, -4.18897, 2.32379], [-8.95779, -1.42461, -1.55288], [-11.09167, -3.07178, -2.13549], [-9.21508, -2.99832, 2.64220], [0.30287, 0.00197, 1.43480], [1.39359, -0.79040, 1.22370], [1.40900, -1.69166, -0.00778], [2.28253, -2.58714, -0.25486], [0.34280, -1.71406, -0.88227], [-0.88803, -0.99861, -0.61489], [-0.77184, 0.12519, 0.52222], [-1.59312, 1.04050, 0.46577], [-1.86826, -0.93998, -1.35099], [2.37029, -0.76574, 2.06434], [0.26296, 0.63585, 2.30829], [0.28247, -2.34045, -1.75999], [-1.77488, -7.25716, -5.73394], [-2.92369, -7.85044, -4.86875], [-4.11679, -6.88736, -4.98473], [-4.07274, -6.28115, -6.76579], [-4.27748, -4.81255, -6.77299], [-4.75888, -7.22198, -7.68142], [-2.23522, -6.75438, -7.13705], [-1.01356, -8.01379, -5.92366], [-1.20259, -6.46391, -5.25297], [-2.63520, -7.92959, -3.82061], [-3.16018, -8.81933, -5.30853], [-3.89299, -5.94109, -4.49219], [-5.13045, -7.26862, -4.86131], [-1.73789, -5.85235, -7.49358], [-2.17068, -7.55572, -7.87310], [1.00439, 6.99178, -1.17680], [1.09583, 8.03329, -2.25515], [2.01765, 7.69977, -3.39121], [3.40149, 6.67570, -2.65008], [4.27417, 7.67042, -1.98428], [3.86000, 5.52536, -3.42092], [2.30269, 6.02865, -1.24253], [0.02174, 6.52264, -1.12784], [1.14977, 7.56110, -0.25873], [1.33542, 9.05658, -1.96607], [0.07524, 8.35040, -2.46944], [2.40537, 8.49853, -4.02347], [1.55922, 7.07747, -4.15977], [2.90830, 5.83631, -0.35689], [2.11345, 5.08888, -1.76129], [7.79445, -4.90835, -6.43061], [6.62529, -4.33911, -5.73762], [5.31840, -4.81150, -6.32596], [5.58122, -4.60055, -8.07645], [5.41571, -3.23337, -8.47835], [4.73517, -5.62532, -8.70465], [7.43152, -5.02676, -7.96865], [8.17832, -5.80989, -5.95314], [8.64014, -4.22613, -6.34407], [6.64456, -3.25007, -5.77911], [6.69147, -4.41942, -4.65260], [4.37625, -4.34464, -6.03875], [5.30477, -5.86531, -6.04777], [8.10143, -4.37040, -8.52409], [7.59880, -6.04666, -8.31494], [9.69827, 0.41533, 1.60146], [9.18046, 0.82642, 0.27030], [8.80930, -0.50682, -0.38846], [9.48718, -2.03740, 0.49164], [10.50764, -2.65606, -0.31522], [8.49029, -2.75552, 1.24507], [10.39056, -1.02183, 1.74225], [9.02279, 0.69264, 2.41073], [10.60080, 0.93964, 1.91554], [9.91141, 1.28312, -0.39695], [8.33130, 1.49183, 0.42604], [9.19946, -0.46343, -1.40531], [7.73064, -0.66231, -0.36787], [11.40602, -1.03998, 1.34651], [10.45563, -1.59599, 2.66648], [1.72781, 4.46711, 7.50067], [2.08409, 5.53469, 8.52960], [0.91539, 5.48390, 9.64635], [-0.58472, 4.84713, 8.77579], [-1.49097, 6.00457, 8.68310], [-1.00191, 3.54390, 9.39187], [0.24902, 4.51586, 7.19357], [1.89669, 3.49577, 7.96551], [2.58439, 4.38544, 6.83157], [2.25713, 6.48320, 8.02118], [3.06906, 5.36182, 8.96326], [0.55203, 6.46849, 9.94071], [1.20298, 4.77085, 10.41898], [0.23435, 5.17402, 6.32482], [-0.30074, 3.63749, 6.85546], [-9.04095, 3.06340, 6.29326], [-7.54193, 3.51834, 6.51883], [-6.73735, 3.70765, 5.24052], [-7.90977, 4.03621, 3.89230], [-7.41175, 3.31266, 2.73737], [-8.31598, 5.45386, 3.89275], [-9.14192, 3.00180, 4.78208], [-9.72804, 3.72457, 6.82134], [-9.29915, 2.11505, 6.76451], [-6.99435, 2.96017, 7.27823], [-7.44641, 4.36437, 7.19942], [-6.21927, 2.77078, 5.03565], [-5.98672, 4.49579, 5.29960], [-8.96844, 1.98908, 4.41822], [-9.98525, 3.34910, 4.18519]]
}

***

- Number 2 is which compound?
  C36H52O20Pd2S6

***

- Number 1 is which compound?
  C4H9N3O